No. 1
Density functional theory data (ωB97M-V with the def2-TZVPD basis set) for a structure of composition C2H9N4P3 in a non-equilibrium geometry.

ORCA input file:
```
! wB97M-V def2-TZVPD RIJCOSX def2/J DEFGRID3
* xyz 0 1
C 0.949 1.186 -0.879
C 0.249 -1.163 -0.786
N 0.657 -1.310 2.135
N -0.139 1.107 2.177
N -1.187 0.228 0.180
N 0.117 0.109 -0.223
P 1.210 0.146 1.781
P -0.923 -1.620 2.219
P -1.417 1.679 1.015
H 0.615 1.176 -1.950
H 0.846 2.043 -0.260
H 1.993 0.813 -0.770
H 1.221 -1.494 -0.863
H -0.414 -1.789 -0.158
H -0.190 -1.349 -1.802
H 0.128 1.721 2.926
H -0.662 -2.929 1.942
H -2.569 1.215 1.728
*
```

As for the molecular weight: 182.0 g/mol. The calculation puts the LUMO energy (alpha / beta) at -0.52 / -0.52 eV. The energy comes out at -1324.56304 Eh. For the relative energy (zero: lowest compared OMol25 entry of this formula, charge and spin), the calculation gives 2.920 eV.



No. 2
Density functional theory data (ωB97M-V with the def2-TZVPD basis set) for a structure of composition C23H23 in a non-equilibrium geometry.

ORCA input file:
```
! wB97M-V def2-TZVPD RIJCOSX def2/J DEFGRID3
* xyz 1 1
C -1.138 -2.406 -1.164
C -0.727 -1.057 -1.598
C 0.250 -0.908 -2.710
C 1.694 -1.000 -2.289
C 2.298 -2.243 -2.136
C 3.617 -2.334 -1.694
C 4.327 -1.183 -1.346
C 3.718 0.062 -1.513
C 2.397 0.153 -1.950
C -1.298 -0.023 -0.919
H -0.693 -3.190 -1.763
H -0.863 -2.612 -0.137
H -2.220 -2.505 -1.208
H 0.055 -1.690 -3.449
H 0.089 0.042 -3.228
H 1.717 -3.143 -2.350
H 4.097 -3.307 -1.613
H 5.338 -1.256 -0.933
H 4.272 0.965 -1.272
H 1.892 1.121 -1.995
H -0.875 0.983 -0.955
H -2.428 -0.137 -0.748
C -1.556 0.157 1.100
C -0.162 0.052 1.509
C 0.322 -1.174 2.006
C 1.686 -1.422 2.081
C 2.605 -0.422 1.738
C 2.127 0.816 1.305
C 0.769 1.064 1.200
C -2.392 1.313 1.456
C -3.786 1.119 1.606
C -4.670 2.195 1.529
C -4.187 3.505 1.348
C -2.804 3.725 1.361
C -1.917 2.656 1.479
H -2.102 -0.795 1.019
H -0.394 -1.933 2.349
H 2.051 -2.379 2.461
H 3.681 -0.579 1.862
H 2.821 1.617 1.055
H 0.448 2.033 0.840
H -4.162 0.116 1.798
H -5.738 2.034 1.651
H -4.881 4.358 1.271
H -2.411 4.744 1.335
H -0.868 2.870 1.609
*
```

As for the molecular weight: 299.4 g/mol. The calculation puts the LUMO energy at -5.26 eV. The energy comes out at -889.88895 Eh. For the relative energy (zero: lowest compared OMol25 entry of this formula, charge and spin), the calculation gives 2.064 eV.



No. 3
Density functional theory data (ωB97M-V with the def2-TZVPD basis set) for an isolated molecule of C22H17F4N5OS in a non-equilibrium geometry.

ORCA input file:
```
! wB97M-V def2-TZVPD RIJCOSX def2/J DEFGRID3
* xyz 0 1
O 2.071 4.963 -0.117
C 1.370 4.031 -0.359
C -0.118 4.256 -0.212
C -0.562 4.230 1.248
C -0.191 2.975 2.040
C -0.934 1.742 1.623
C -2.054 1.370 2.338
C -2.795 0.266 1.909
C -2.326 -0.469 0.823
C -3.011 -1.600 0.385
C -2.472 -2.300 -0.715
C -1.310 -1.802 -1.298
N -0.699 -0.706 -0.865
C -1.172 -0.060 0.187
N -0.453 0.999 0.572
N 1.961 2.793 -0.533
C 3.372 2.537 -0.095
C 3.324 1.298 0.756
N 3.276 1.249 2.072
N 2.980 -0.021 2.524
C 2.781 -0.897 1.556
C 2.227 -2.232 1.724
C 1.908 -2.683 3.003
C 1.343 -3.952 3.178
C 1.085 -4.803 2.072
F 0.480 -5.976 2.352
C 1.357 -4.334 0.757
C 1.132 -5.183 -0.518
F 1.300 -6.509 -0.236
F 2.105 -4.875 -1.430
F -0.059 -4.911 -1.038
C 1.957 -3.060 0.630
S 3.171 -0.240 -0.021
H -0.444 5.244 -0.649
H -0.662 3.489 -0.763
H -1.671 4.404 1.309
H -0.051 5.115 1.672
H 0.875 2.834 1.972
H -0.440 3.168 3.097
H -2.341 1.967 3.198
H -3.692 -0.002 2.490
H -3.939 -1.946 0.852
H -2.921 -3.202 -1.161
H -0.843 -2.361 -2.084
H 1.351 2.015 -0.483
H 3.788 3.413 0.440
H 4.027 2.359 -0.966
H 2.198 -2.053 3.865
H 1.142 -4.273 4.191
H 2.178 -2.675 -0.362
*
```

As for the molecular weight: 475.5 g/mol. The calculation puts the LUMO energy at -0.61 eV. The energy comes out at -1995.24513 Eh.



No. 4
Density functional theory data (ωB97M-V with the def2-TZVPD basis set) for an isolated molecule of C7H8N2O4 in a non-equilibrium geometry.

ORCA input file:
```
! wB97M-V def2-TZVPD RIJCOSX def2/J DEFGRID3
* xyz 0 1
O -3.324 0.619 -1.062
C -2.137 1.009 -1.067
O -1.705 1.864 -1.837
C -1.260 0.585 0.133
N -0.245 1.660 0.372
C 0.790 1.152 1.314
C 1.545 -0.011 0.768
C 0.739 -0.942 -0.129
C -0.564 -0.703 -0.364
O -1.128 -1.759 -1.058
N -0.083 -2.696 -1.095
C 1.081 -2.183 -0.704
O 2.148 -2.722 -0.591
H -1.765 0.356 1.100
H -0.611 2.522 0.811
H 0.273 1.859 -0.508
H 1.574 1.961 1.555
H 0.413 0.839 2.302
H 1.748 -0.549 1.678
H 2.521 0.317 0.338
H -0.009 -3.180 -1.956
*
```

As for the molecular weight: 184.2 g/mol. The calculation puts the LUMO energy at -0.40 eV. The energy comes out at -681.89543 Eh. For the relative energy (zero: lowest compared OMol25 entry of this formula, charge and spin), the calculation gives 3.697 eV.



No. 5
Density functional theory data (ωB97M-V with the def2-TZVPD basis set) for an isolated molecule of C4H8N2O2 in a non-equilibrium geometry.

ORCA input file:
```
! wB97M-V def2-TZVPD RIJCOSX def2/J DEFGRID3
* xyz 0 1
N -1.261 0.351 1.341
C -0.149 0.812 0.922
O 0.577 1.634 1.435
C 0.489 0.054 -0.156
N 1.726 0.577 -0.502
C 0.387 -1.528 -0.066
C -0.162 -0.922 -1.235
O -1.488 -0.714 -1.567
H -1.968 -0.621 0.969
H -1.750 0.795 2.131
H 2.361 0.344 0.390
H 1.929 1.497 -0.902
H 1.350 -1.949 -0.663
H -0.104 -2.080 0.629
H 0.588 -0.894 -2.177
H -1.772 -1.442 -1.991
*
```

As for the molecular weight: 116.1 g/mol. The calculation puts the LUMO energy at 0.47 eV. The energy comes out at -417.06798 Eh. For the relative energy (zero: lowest compared OMol25 entry of this formula, charge and spin), the calculation gives 5.115 eV.



No. 6
Density functional theory data (ωB97M-V with the def2-TZVPD basis set) for a cluster of 4 separate species, C7H20IN2O3 in total in a non-equilibrium geometry.

ORCA input file:
```
! wB97M-V def2-TZVPD RIJCOSX def2/J DEFGRID3
* xyz -1 1
I -0.458 2.448 1.867
C -4.739 4.421 -4.212
C -5.869 5.324 -3.676
C -7.257 4.790 -4.080
O -5.829 5.195 -2.228
H -3.985 4.900 -4.836
H -5.115 3.555 -4.756
H -4.141 4.020 -3.394
H -5.627 6.355 -3.934
H -7.428 3.800 -3.658
H -7.214 4.396 -5.095
H -8.127 5.442 -4.002
H -4.975 4.876 -1.927
C 5.058 -3.685 -1.743
C 4.619 -2.418 -0.924
C 5.599 -1.320 -0.796
O 3.421 -1.939 -1.541
H 5.387 -3.385 -2.738
H 4.324 -4.490 -1.750
H 5.954 -4.107 -1.287
H 4.291 -2.673 0.084
H 5.882 -1.054 -1.815
H 6.469 -1.670 -0.240
H 5.276 -0.445 -0.233
H 2.978 -1.321 -0.955
C 2.022 -3.817 7.192
O 3.246 -3.757 7.017
N 1.097 -3.260 6.448
N 1.366 -4.478 8.136
H 0.125 -3.500 6.580
H 1.245 -2.410 5.924
H 2.002 -5.090 8.627
H 0.400 -4.702 7.944
*
```

As for the molecular weight: 307.2 g/mol. The calculation puts the LUMO energy at 2.27 eV. The energy comes out at -911.69938 Eh. For the relative energy (zero: lowest compared OMol25 entry of this formula, charge and spin), the calculation gives 2.393 eV.



> Which of these has the lowest energy?

C22H17F4N5OS